Record 1
A 2-piece molecular cluster, C7H8 overall, computed with ωB97M-V/def2-TZVPD.

Summary:
* HOMO energy (alpha / beta): -9.94 / -9.38 eV
* net charge: 0
* frontier orbital gap (alpha / beta): 7.881 / 7.396 eV
* energy relative to the best compared isomer or geometry (same formula, charge and spin): 1041.6 kJ/mol
* maximum force: 5.4 eV/A
* E: -7377.9519 eV

CARTESIAN COORDINATES (ANGSTROEM)
1 C 0.672 -1.818 1.030
2 C 0.281 -2.768 1.620
3 C 1.593 0.765 0.609
4 C 0.209 0.882 1.158
5 C -0.192 -0.056 -1.252
6 C 0.455 0.156 -0.103
7 C -1.669 -0.189 -1.397
8 H 2.004 1.602 0.218
9 H 2.346 0.247 1.259
10 H 0.107 0.442 2.205
11 H -0.205 1.849 1.110
12 H 0.478 -0.436 -2.049
13 H -1.823 -0.903 -2.158
14 H -2.064 0.765 -1.734
15 H -2.192 -0.540 -0.515

Record 2
A 7-piece molecular cluster, C42H43F6O6PS overall, computed with ωB97M-V/def2-TZVPD.

Summary:
* HOMO energy: -8.85 eV
* net charge: 0
* frontier orbital gap: 8.854 eV
* energy relative to the best compared isomer or geometry (same formula, charge and spin): 598.1 kJ/mol
* maximum force: 6.6 eV/A
* E: -92962.0311 eV

CARTESIAN COORDINATES (ANGSTROEM)
1 C 1.119 -0.044 4.433
2 C 0.865 0.194 2.832
3 C 0.142 1.608 2.437
4 C -1.279 1.907 3.196
5 P -2.509 0.408 3.041
6 O -3.998 1.011 2.920
7 O -2.258 -0.497 1.558
8 O -2.480 -0.558 4.489
9 C -1.140 2.475 4.731
10 C -0.061 3.696 4.920
11 O 1.272 3.446 4.349
12 S 1.215 3.139 2.672
13 O 0.482 4.288 1.876
14 O 2.597 2.898 2.012
15 H 2.076 -0.725 4.579
16 H 1.273 0.936 5.063
17 H 0.226 -0.630 4.965
18 H 0.193 -0.699 2.431
19 H 1.919 0.075 2.288
20 H -0.114 1.535 1.273
21 H -1.806 2.780 2.574
22 H -3.128 -0.999 1.376
23 H -1.930 -1.374 4.298
24 H -0.955 1.547 5.434
25 H -2.206 2.904 5.051
26 H -0.462 4.748 4.539
27 H 0.107 3.844 6.093
28 F -4.383 4.644 6.493
29 C -5.482 4.279 5.821
30 C -6.733 4.655 6.298
31 C -7.877 4.279 5.595
32 C -7.759 3.521 4.427
33 C -6.499 3.144 3.959
34 C -5.354 3.530 4.656
35 H -6.806 5.236 7.211
36 H -8.860 4.574 5.955
37 H -8.652 3.224 3.882
38 H -6.409 2.550 3.053
39 H -4.367 3.253 4.302
40 F 0.956 -0.840 -1.068
41 C -0.143 -1.206 -1.741
42 C -1.394 -0.830 -1.264
43 C -2.539 -1.206 -1.967
44 C -2.420 -1.964 -3.134
45 C -1.160 -2.341 -3.602
46 C -0.015 -1.955 -2.905
47 H -1.467 -0.248 -0.350
48 H -3.521 -0.910 -1.606
49 H -3.313 -2.261 -3.680
50 H -1.070 -2.934 -4.509
51 H 0.972 -2.231 -3.260
52 F 5.417 0.804 0.302
53 C 5.677 1.890 -0.438
54 C 6.772 1.889 -1.294
55 C 7.040 3.019 -2.068
56 C 6.214 4.141 -1.969
57 C 5.120 4.134 -1.103
58 C 4.846 3.001 -0.337
59 H 7.408 1.012 -1.351
60 H 7.890 3.025 -2.746
61 H 6.426 5.023 -2.569
62 H 4.481 5.010 -1.024
63 H 3.994 2.975 0.334
64 F -0.697 -2.794 2.776
65 C -0.678 -3.941 2.085
66 C -1.861 -4.650 1.903
67 C -1.843 -5.842 1.179
68 C -0.640 -6.318 0.654
69 C 0.543 -5.602 0.846
70 C 0.523 -4.405 1.560
71 H -2.785 -4.269 2.326
72 H -2.764 -6.399 1.025
73 H -0.625 -7.250 0.093
74 H 1.479 -5.977 0.439
75 H 1.431 -3.831 1.711
76 F -4.272 -4.205 -4.922
77 C -5.308 -3.837 -5.688
78 C -5.467 -2.497 -6.025
79 C -6.543 -2.114 -6.826
80 C -7.454 -3.074 -7.273
81 C -7.288 -4.415 -6.925
82 C -6.206 -4.800 -6.133
83 H -4.754 -1.764 -5.662
84 H -6.672 -1.070 -7.102
85 H -8.295 -2.774 -7.894
86 H -8.001 -5.161 -7.270
87 H -6.057 -5.839 -5.861
88 F 10.034 2.349 -5.856
89 C 9.938 1.226 -5.132
90 C 8.685 0.778 -4.727
91 C 8.584 -0.394 -3.977
92 C 9.739 -1.099 -3.631
93 C 10.993 -0.639 -4.037
94 C 11.092 0.527 -4.797
95 H 7.800 1.344 -4.999
96 H 7.609 -0.757 -3.663
97 H 9.660 -2.011 -3.042
98 H 11.890 -1.188 -3.763
99 H 12.058 0.894 -5.129

Record 3
C45H38AuN6Sb2 as an isolated structure, computed with ωB97M-V/def2-TZVPD.

Summary:
* HOMO energy: -15.37 eV
* net charge: +3
* frontier orbital gap: 3.708 eV
* maximum force: 0.7 eV/A
* E: -72960.0998 eV

CARTESIAN COORDINATES (ANGSTROEM)
1 Au 0.358 -0.046 -0.064
2 C 3.131 1.565 3.083
3 C 2.248 1.488 2.013
4 N 1.503 0.409 1.815
5 C 1.642 -0.622 2.671
6 C 2.549 -0.516 3.722
7 N 3.280 0.567 3.937
8 C 0.882 -1.884 2.414
9 C 0.789 -2.963 3.280
10 C 0.147 -4.132 2.843
11 C -0.381 -4.151 1.544
12 C -0.291 -3.008 0.765
13 N 0.322 -1.930 1.218
14 C -0.769 -2.875 -0.646
15 C -1.524 -3.866 -1.269
16 N -1.849 -3.821 -2.550
17 C -1.412 -2.784 -3.245
18 C -0.713 -1.748 -2.639
19 N -0.411 -1.779 -1.344
20 C 0.044 -5.321 3.719
21 C 0.990 -5.574 4.711
22 C 0.850 -6.711 5.491
23 N -0.139 -7.584 5.353
24 C -1.039 -7.338 4.410
25 C -0.996 -6.236 3.572
26 H 3.728 2.454 3.243
27 H 2.144 2.308 1.315
28 H 2.701 -1.344 4.402
29 H 1.184 -2.909 4.283
30 H -0.813 -5.059 1.156
31 H -1.879 -4.720 -0.711
32 H -1.625 -2.765 -4.306
33 H -0.389 -0.889 -3.208
34 H 1.849 -4.939 4.862
35 H 1.577 -6.932 6.262
36 H -1.840 -8.061 4.316
37 H -1.791 -6.089 2.856
38 C -1.148 1.990 -2.643
39 C -2.408 1.216 -2.307
40 C -3.332 1.986 -1.381
41 Sb -3.178 1.673 0.800
42 C -1.628 1.991 2.275
43 C -1.353 0.925 3.118
44 C -0.569 1.147 4.247
45 C -0.038 2.402 4.491
46 C -0.310 3.458 3.630
47 C -1.120 3.266 2.517
48 C -4.564 3.073 1.463
49 C -4.848 3.082 2.835
50 C -5.733 4.013 3.346
51 C -6.324 4.943 2.500
52 C -6.048 4.938 1.138
53 C -5.181 3.994 0.611
54 Sb -0.277 2.900 -0.903
55 C 1.802 2.898 -1.093
56 C 2.466 1.833 -1.702
57 C 3.845 1.868 -1.826
58 C 4.557 2.952 -1.326
59 C 3.897 4.006 -0.709
60 C 2.517 3.983 -0.583
61 C -0.784 4.936 -1.155
62 C -0.031 5.610 -2.117
63 C -0.364 6.921 -2.430
64 C -1.418 7.549 -1.786
65 C -2.165 6.868 -0.835
66 C -1.850 5.555 -0.514
67 H -1.379 2.859 -3.261
68 H -0.392 1.393 -3.151
69 H -2.179 0.229 -1.891
70 H -2.952 1.031 -3.239
71 H -4.374 1.678 -1.466
72 H -3.274 3.065 -1.524
73 H -1.777 -0.057 2.941
74 H -0.390 0.338 4.942
75 H 0.571 2.568 5.369
76 H 0.080 4.444 3.839
77 H -1.387 4.114 1.905
78 H -4.383 2.368 3.505
79 H -5.965 4.017 4.401
80 H -7.013 5.671 2.903
81 H -6.520 5.660 0.488
82 H -5.012 3.983 -0.457
83 H 1.919 0.992 -2.118
84 H 4.364 1.062 -2.321
85 H 5.633 2.978 -1.427
86 H 4.458 4.849 -0.330
87 H 2.007 4.813 -0.109
88 H 0.800 5.139 -2.626
89 H 0.210 7.451 -3.177
90 H -1.662 8.573 -2.028
91 H -2.992 7.357 -0.342
92 H -2.462 5.032 0.212

Record 4
A 3-piece molecular cluster, C4H12O4 overall, computed with ωB97M-V/def2-TZVPD.

Summary:
* HOMO energy: -0.01 eV
* net charge: -2
* frontier orbital gap: 6.351 eV
* energy relative to the best compared isomer or geometry (same formula, charge and spin): 7.6 kJ/mol
* maximum force: 2.1 eV/A
* E: -12530.6942 eV

CARTESIAN COORDINATES (ANGSTROEM)
1 C -0.230 -0.286 -1.341
2 C 0.547 -1.561 -1.756
3 C 0.011 -2.172 -3.071
4 O 0.813 -3.075 -3.667
5 C -0.089 0.014 0.141
6 O -0.553 1.312 0.447
7 H 0.080 0.563 -1.951
8 H -1.310 -0.439 -1.476
9 H 0.524 -2.304 -0.947
10 H 1.605 -1.302 -1.883
11 H -0.286 -1.285 -3.693
12 H -1.019 -2.550 -2.787
13 H 0.951 -0.134 0.474
14 H -0.710 -0.706 0.713
15 H -0.271 1.540 1.385
16 H 0.230 0.815 3.219
17 O 0.403 1.695 2.912
18 H 0.131 4.006 4.460
19 H -0.302 2.515 4.165
20 O -0.526 3.354 4.655

Record 5
One molecule with the formula C2H2N4O, computed with ωB97M-V/def2-TZVPD.

Summary:
* HOMO energy: -9.82 eV
* net charge: 0
* frontier orbital gap: 8.834 eV
* energy relative to the best compared isomer or geometry (same formula, charge and spin): 82.6 kJ/mol
* maximum force: 3.5 eV/A
* E: -10111.4495 eV

CARTESIAN COORDINATES (ANGSTROEM)
1 O 2.154 0.068 0.010
2 C 0.835 0.102 0.026
3 N 0.242 -1.152 -0.109
4 N -1.001 -1.232 0.023
5 C -1.664 -0.086 0.050
6 N -1.156 1.158 -0.052
7 N 0.211 1.294 0.001
8 H 2.427 -0.934 0.249
9 H -2.762 -0.183 0.173

Record 6
A 2-piece molecular cluster, CH2F3N3 overall, computed with ωB97M-V/def2-TZVPD.

Summary:
* HOMO energy (alpha / beta): -9.96 / -9.96 eV
* net charge: 0
* frontier orbital gap (alpha / beta): 9.830 / 9.830 eV
* energy relative to the best compared isomer or geometry (same formula, charge and spin): 788.7 kJ/mol
* maximum force: 3.4 eV/A
* E: -13684.4669 eV

CARTESIAN COORDINATES (ANGSTROEM)
1 C 0.052 0.050 -0.534
2 N 0.334 0.734 -1.577
3 N -0.881 -0.913 -0.438
4 N 0.780 0.541 1.258
5 F 1.219 1.731 -1.541
6 F 0.452 -0.522 2.042
7 F -0.100 1.427 1.735
8 H -1.082 -1.465 -1.262
9 H -0.774 -1.582 0.316

Record 7
A 8-piece molecular cluster, C31H40Cl2F4O3S3 overall, computed with ωB97M-V/def2-TZVPD.

Summary:
* HOMO energy: -8.57 eV
* net charge: 0
* frontier orbital gap: 8.860 eV
* maximum force: 2.1 eV/A
* E: -107355.6437 eV

CARTESIAN COORDINATES (ANGSTROEM)
1 C 3.273 -0.386 -2.599
2 S 2.962 -1.008 -4.257
3 O 4.314 -1.242 -4.868
4 C 2.273 -2.699 -3.786
5 H 3.722 -1.150 -2.008
6 H 2.361 -0.052 -2.107
7 H 3.962 0.456 -2.610
8 H 1.439 -2.580 -3.102
9 H 3.100 -3.259 -3.302
10 H 2.045 -3.197 -4.736
11 C -2.397 -2.016 4.081
12 S -3.428 -3.177 3.113
13 O -2.410 -3.711 2.108
14 C -3.607 -4.480 4.402
15 H -1.466 -2.531 4.358
16 H -2.979 -1.646 4.930
17 H -2.124 -1.182 3.453
18 H -3.976 -3.971 5.297
19 H -2.684 -5.027 4.596
20 H -4.438 -5.106 4.171
21 C -1.731 -0.301 -0.215
22 S 0.017 -0.741 -0.346
23 O 0.872 0.532 -0.236
24 C 0.151 -1.601 1.282
25 H -1.887 0.358 0.657
26 H -2.364 -1.168 -0.098
27 H -2.005 0.236 -1.113
28 H -0.077 -0.929 2.075
29 H 1.167 -1.976 1.378
30 H -0.647 -2.371 1.304
31 F -2.623 2.896 -1.095
32 C -1.737 3.592 -1.911
33 C -2.164 4.542 -2.844
34 C -1.177 5.127 -3.630
35 C 0.161 4.767 -3.527
36 C 0.556 3.917 -2.500
37 C -0.389 3.277 -1.733
38 H -3.161 4.879 -2.979
39 H -1.465 5.896 -4.313
40 H 0.883 5.273 -4.157
41 H 1.593 3.701 -2.337
42 H -0.189 2.536 -0.972
43 F -4.689 -2.445 -1.386
44 C -3.497 -2.989 -1.727
45 C -2.842 -3.683 -0.742
46 C -1.561 -4.209 -0.969
47 C -1.001 -4.125 -2.269
48 C -1.740 -3.495 -3.238
49 C -2.982 -2.884 -2.974
50 H -3.329 -3.775 0.195
51 H -1.048 -4.634 -0.115
52 H -0.090 -4.628 -2.569
53 H -1.297 -3.358 -4.216
54 H -3.570 -2.316 -3.697
55 F -0.852 1.085 5.099
56 C -1.142 1.850 4.004
57 C -2.373 2.512 4.023
58 C -2.637 3.352 2.925
59 C -1.744 3.534 1.883
60 C -0.536 2.871 1.917
61 C -0.202 2.025 2.988
62 H -3.014 2.388 4.903
63 H -3.545 3.921 2.857
64 H -2.058 4.213 1.126
65 H 0.207 3.159 1.201
66 H 0.722 1.437 3.076
67 F 5.835 4.841 -1.158
68 C 4.998 4.121 -0.374
69 C 4.967 4.384 1.005
70 C 4.102 3.632 1.804
71 C 3.288 2.636 1.269
72 C 3.244 2.519 -0.106
73 C 4.168 3.194 -0.937
74 H 5.613 5.169 1.461
75 H 4.093 3.701 2.881
76 H 2.497 2.066 1.778
77 H 2.500 1.907 -0.625
78 H 4.142 3.037 -2.018
79 C 2.362 -5.266 0.547
80 Cl 1.949 -4.713 2.167
81 Cl 2.226 -3.924 -0.619
82 H 3.401 -5.523 0.574
83 H 1.706 -6.064 0.230

Record 8
C5H9Cl2CoO4 as an isolated structure, computed with ωB97M-V/def2-TZVPD.

Summary:
* HOMO energy (alpha / beta): -3.63 / -4.22 eV
* net charge: -1
* 2S+1: 4
* frontier orbital gap (alpha / beta): 6.741 / 7.323 eV
* energy relative to the best compared isomer or geometry (same formula, charge and spin): 4.7 kJ/mol
* maximum force: 1.0 eV/A
* E: -76193.7558 eV

CARTESIAN COORDINATES (ANGSTROEM)
1 Co 0.588 0.080 -0.271
2 Cl -1.237 -2.344 2.134
3 C -1.243 -2.517 0.386
4 Cl -1.607 -0.981 -0.452
5 H -2.015 -3.217 0.103
6 H -0.244 -2.787 0.062
7 C 1.552 2.655 -1.644
8 C 0.674 1.414 -1.804
9 O 0.043 1.315 -2.853
10 H 1.574 3.246 -2.566
11 H 2.568 2.364 -1.350
12 H 1.145 3.253 -0.820
13 O 1.081 0.001 3.353
14 C 0.953 0.999 2.653
15 O 0.549 1.071 1.429
16 H 1.130 1.984 3.106
17 C 2.784 -1.830 -0.081
18 O 1.428 -1.607 -0.321
19 H 3.035 -2.895 -0.168
20 H 3.092 -1.518 0.928
21 H 3.440 -1.300 -0.792

Record 9
One molecule with the formula C14H13ClN2O2S, computed with ωB97M-V/def2-TZVPD.

Summary:
* HOMO energy: -8.60 eV
* net charge: 0
* frontier orbital gap: 8.881 eV
* energy relative to the best compared isomer or geometry (same formula, charge and spin): 16.9 kJ/mol
* maximum force: 0.6 eV/A
* E: -45162.4247 eV

CARTESIAN COORDINATES (ANGSTROEM)
1 C 4.564 2.041 -0.313
2 C 3.445 1.119 0.148
3 O 3.370 -0.059 -0.657
4 C 2.687 0.036 -1.798
5 O 2.174 1.039 -2.213
6 C 2.740 -1.289 -2.538
7 S 1.178 -1.604 -3.414
8 C 0.077 -1.262 -2.116
9 N -1.219 -1.330 -2.391
10 C -2.049 -1.032 -1.416
11 C -1.619 -0.666 -0.135
12 C -2.546 -0.324 0.945
13 C -2.250 0.705 1.836
14 C -3.132 1.026 2.851
15 C -4.318 0.327 3.000
16 C -4.610 -0.698 2.114
17 Cl -6.084 -1.584 2.289
18 C -3.740 -1.028 1.090
19 C -0.233 -0.657 0.036
20 N 0.604 -0.952 -0.937
21 H 5.513 1.511 -0.314
22 H 4.357 2.400 -1.319
23 H 4.633 2.894 0.357
24 H 2.482 1.639 0.101
25 H 3.625 0.757 1.162
26 H 3.507 -1.248 -3.311
27 H 2.948 -2.099 -1.842
28 H -3.101 -1.066 -1.670
29 H -1.337 1.269 1.717
30 H -2.898 1.829 3.533
31 H -5.009 0.572 3.791
32 H -3.979 -1.840 0.422
33 H 0.222 -0.428 0.991